Formula: C38H36F3O2P2Re
Source: OMol25
Level of theory: the ωB97M-V functional and the def2-TZVPD basis

```
! wB97M-V def2-TZVPD RIJCOSX def2/J DEFGRID3
* xyz 1 2
Re -0.32 0.82 0.10
C 2.16 -1.33 1.00
C 1.37 -2.19 0.03
P -0.35 -1.56 -0.05
C -1.12 -2.16 1.49
C -2.31 -1.56 1.90
C -2.95 -1.99 3.05
C -2.41 -3.02 3.81
C -1.23 -3.63 3.40
C -0.59 -3.21 2.25
C -1.11 -2.53 -1.38
C -2.28 -3.25 -1.17
C -2.86 -3.96 -2.22
C -2.26 -3.96 -3.47
C -1.08 -3.25 -3.68
C -0.51 -2.54 -2.64
P 1.97 0.44 0.53
C 2.63 1.40 1.91
C 3.21 0.80 3.03
C 3.68 1.59 4.07
C 3.58 2.97 4.00
C 3.02 3.57 2.89
C 2.54 2.79 1.85
C 3.18 0.67 -0.81
C 4.38 1.35 -0.60
C 5.31 1.45 -1.62
C 5.07 0.87 -2.85
C 3.88 0.19 -3.08
C 2.94 0.10 -2.07
H 3.22 -1.60 1.01
H 1.76 -1.43 2.01
H 1.80 -2.15 -0.97
H 1.38 -3.24 0.32
H -2.73 -0.75 1.33
H -3.87 -1.51 3.36
H -2.91 -3.36 4.71
H -0.81 -4.44 3.98
H 0.32 -3.71 1.95
H -2.74 -3.27 -0.19
H -3.77 -4.52 -2.05
H -2.71 -4.51 -4.28
H -0.61 -3.26 -4.66
H 0.41 -1.99 -2.82
H 3.30 -0.27 3.10
H 4.13 1.12 4.94
H 3.95 3.58 4.82
H 2.94 4.65 2.83
H 2.09 3.27 0.98
H 4.59 1.79 0.36
H 6.24 1.98 -1.43
H 5.81 0.95 -3.64
H 3.68 -0.26 -4.04
H 2.00 -0.40 -2.27
C -1.18 0.73 -3.82
C -1.25 1.53 -2.52
C -1.34 3.03 -2.86
C 0.01 1.30 -1.71
C -2.40 1.09 -1.61
C -2.65 1.82 -0.44
C -3.68 1.43 0.43
C -4.49 0.36 0.12
C -4.27 -0.35 -1.06
C -3.23 0.00 -1.91
H -0.33 1.07 -4.42
H -2.09 0.90 -4.41
H -1.07 -0.33 -3.65
H -0.52 3.31 -3.52
H -1.29 3.66 -1.97
H -2.28 3.24 -3.37
H 0.93 1.57 -2.23
H -2.15 2.75 -0.25
H -3.86 2.01 1.33
H -5.30 0.08 0.78
H -4.90 -1.18 -1.32
H -3.07 -0.58 -2.80
F -1.98 2.68 4.12
C -0.70 2.75 3.72
F 0.06 2.19 4.65
F -0.37 4.03 3.59
C -0.56 2.00 2.39
O -0.51 0.75 2.39
O -0.51 2.64 1.32
*
```

The value obtained for the HOMO-LUMO gap (alpha / beta) is 0.326 / 0.273 hartree. The value obtained for the HOMO energy (alpha / beta) is -0.418 / -0.406 hartree. For the energy above the lowest of the compared OMol25 structures with the same formula, charge and spin, the calculation gives 0.000 eV.

Here are the Mulliken charges for atoms 1 to 5, given in e: 1.38 -1.53 -1.80 1.06 0.21

---

Formula: C38H36FMoN8O16
Source: OMol25
Level of theory: the ωB97M-V functional and the def2-TZVPD basis

```
! wB97M-V def2-TZVPD RIJCOSX def2/J DEFGRID3
* xyz 1 3
Mo -0.14 0.07 0.20
O 1.13 -0.66 -0.81
C 1.63 -1.78 -1.11
C 1.10 -2.96 -0.50
C 1.59 -4.23 -0.84
C 1.06 -5.35 -0.23
C 0.07 -5.25 0.75
C -0.41 -4.01 1.12
C 0.05 -2.84 0.48
O -0.43 -1.66 0.77
N 1.54 -6.65 -0.65
O 2.43 -6.67 -1.47
O 1.02 -7.63 -0.16
H 2.48 -1.82 -1.80
H 2.37 -4.33 -1.57
H -0.30 -6.15 1.22
H -1.16 -3.90 1.88
C -1.80 7.56 1.42
C -1.26 6.91 0.15
N -0.74 5.57 0.37
C -1.61 4.53 0.43
C -1.20 3.23 0.37
C -2.10 2.09 0.72
O -3.31 2.15 0.69
O -1.40 1.04 1.10
C 0.18 2.94 0.07
O 0.50 1.74 -0.25
C 1.11 4.02 0.30
C 2.48 3.78 0.46
C 3.28 4.75 1.01
F 4.56 4.41 1.30
C 2.82 6.03 1.34
C 1.48 6.30 1.03
C 0.61 5.32 0.56
N 3.60 6.99 1.97
C 5.04 7.05 1.92
C 5.66 6.83 3.30
N 5.08 7.83 4.26
C 3.60 7.75 4.29
C 3.05 7.96 2.87
H -2.14 8.57 1.18
H -1.04 7.63 2.20
H -2.65 7.00 1.81
H -0.46 7.51 -0.28
H -2.06 6.83 -0.58
H -2.66 4.77 0.53
H 2.87 2.80 0.22
H 1.11 7.30 1.19
H 5.34 8.05 1.55
H 5.45 6.31 1.24
H 6.74 6.96 3.26
H 5.46 5.83 3.68
H 5.36 8.77 3.97
H 5.46 7.66 5.20
H 3.20 8.50 4.97
H 3.31 6.75 4.64
H 3.29 8.98 2.53
H 1.96 7.87 2.92
C -3.77 1.61 -2.90
C -4.56 0.63 -2.03
C -3.91 -0.77 -1.83
C -4.99 -1.72 -1.28
C -4.47 -3.08 -0.84
C -3.41 -1.25 -3.18
O -4.06 -1.86 -3.98
N -2.11 -0.87 -3.46
C -1.21 -0.27 -2.60
O -0.14 0.14 -2.98
N -1.55 -0.21 -1.27
C -2.78 -0.64 -0.83
O -2.92 -0.87 0.35
H -4.32 2.55 -2.96
H -3.63 1.23 -3.91
H -2.79 1.82 -2.47
H -5.53 0.46 -2.50
H -4.71 1.07 -1.04
H -5.73 -1.87 -2.08
H -5.47 -1.23 -0.44
H -3.99 -3.60 -1.67
H -5.30 -3.69 -0.49
H -3.75 -2.97 -0.03
H -1.75 -1.08 -4.39
O 2.87 0.67 0.45
C 2.43 0.49 1.57
O 1.22 0.16 1.83
C 3.29 0.79 2.76
C 2.91 0.42 4.05
C 3.65 0.90 5.12
C 4.70 1.79 4.95
C 5.08 2.11 3.65
C 4.41 1.57 2.55
N 6.08 3.11 3.44
O 6.80 3.03 2.47
O 6.08 4.04 4.25
N 3.30 0.48 6.47
O 2.49 -0.41 6.58
O 3.85 1.05 7.38
H 2.05 -0.21 4.22
H 5.22 2.20 5.80
H 4.73 1.81 1.55
*
```

The value obtained for the HOMO-LUMO gap (alpha / beta) is 0.200 / 0.260 hartree. The value obtained for the HOMO energy (alpha / beta) is -0.328 / -0.395 hartree. For the energy above the lowest of the compared OMol25 structures with the same formula, charge and spin, the calculation gives 2.918 eV.

Here are the Mulliken charges for atoms 1 to 5, given in e: 0.55 -0.30 -0.53 0.90 -0.61